Below is a cluster of 2 separate species, C2H6FP in total at a distorted geometry, with properties calculated with wB97M-V/def2-TZVPD.

Structure (XYZ):
```
10
Properties=species:S:1:pos:R:3:forces:R:3:mulliken_charge:R:1
C -2.27464 0.80153 -0.09531 -1.768 2.722 2.075 -0.588
C -1.79436 -0.28752 0.45202 1.021 0.962 -0.006 0.061
F -1.32712 -1.19706 -0.40746 0.195 -1.196 -0.097 -0.235
H -2.40724 0.85329 -1.14028 0.010 -0.086 -1.061 0.252
H -2.69176 1.74271 0.46876 1.074 -2.271 -0.814 0.199
H -1.45648 -0.45450 1.47194 -0.509 -0.129 -0.094 0.310
P 2.89000 0.13316 -0.22253 -1.991 0.816 -0.695 -0.092
H 3.14381 -0.77390 -1.22812 0.091 -0.406 -0.707 0.031
H 4.09988 -0.11076 0.36619 0.494 -0.750 1.165 0.035
H 1.81791 -0.70694 0.33481 1.384 0.338 0.233 0.027
```
Forces are in eV/Å.

Calculated values
energy above the lowest of the compared OMol25 structures with the same formula, charge and spin: 2.5215 eV
molar mass: 80.04 g mol⁻¹
HOMO-LUMO gap: 10.62 eV
LUMO level: 1.03 eV
HOMO energy: -9.589 eV
total charge: 0
multiplicity: 1
SMILES: C=CF.P
electronic energy: -520.92906 a.u.